i.
A single C20H28N2O6S molecule, computed with ωB97M-V with the def2-TZVPD basis set.

LUMO ... -0.17 eV
Gap between HOMO and LUMO ... 8.981 eV
SMILES string ... C[C@@H]1CCCC[C@H]1NC(=O)COC(=O)c1ccc(S(=O)(=O)N2CCOCC2)cc1
Charge ... 0

Geometry (Å):
C (7.575, -1.517, 0.226)
C (7.222, -0.102, -0.226)
C (8.105, 0.929, 0.479)
C (7.761, 2.350, 0.043)
C (6.294, 2.653, 0.328)
C (5.402, 1.640, -0.380)
C (5.750, 0.218, 0.064)
N (4.875, -0.733, -0.596)
C (3.889, -1.372, 0.055)
O (3.718, -1.335, 1.252)
C (2.975, -2.227, -0.847)
O (1.614, -1.955, -0.540)
C (1.254, -0.673, -0.657)
O (1.996, 0.184, -1.075)
C (-0.151, -0.430, -0.242)
C (-0.656, 0.863, -0.364)
C (-1.959, 1.132, 0.015)
C (-2.742, 0.107, 0.510)
S (-4.447, 0.414, 0.967)
O (-4.744, -0.275, 2.187)
O (-4.691, 1.828, 0.899)
N (-5.203, -0.420, -0.282)
C (-5.325, 0.336, -1.513)
C (-6.568, 1.232, -1.488)
O (-7.728, 0.480, -1.202)
C (-7.619, -0.167, 0.048)
C (-6.424, -1.123, 0.064)
C (-2.252, -1.179, 0.643)
C (-0.949, -1.452, 0.269)
H (6.967, -2.252, -0.296)
H (8.622, -1.729, 0.027)
H (7.397, -1.626, 1.293)
H (7.386, -0.025, -1.308)
H (7.964, 0.838, 1.558)
H (9.154, 0.719, 0.260)
H (8.398, 3.062, 0.571)
H (7.953, 2.460, -1.027)
H (6.114, 2.604, 1.404)
H (6.047, 3.662, -0.008)
H (4.350, 1.833, -0.165)
H (5.544, 1.722, -1.461)
H (5.557, 0.107, 1.136)
H (4.864, -0.698, -1.604)
H (3.117, -3.284, -0.620)
H (3.162, -2.032, -1.908)
H (-0.013, 1.637, -0.753)
H (-2.380, 2.124, -0.054)
H (-4.424, 0.938, -1.627)
H (-5.393, -0.380, -2.339)
H (-6.736, 1.689, -2.464)
H (-6.425, 2.013, -0.729)
H (-8.556, -0.706, 0.194)
H (-7.489, 0.577, 0.848)
H (-6.284, -1.546, 1.058)
H (-6.569, -1.924, -0.668)
H (-2.897, -1.941, 1.050)
H (-0.540, -2.445, 0.372)



ii.
A single C20H28N2O6S molecule, computed with ωB97M-V with the def2-TZVPD basis set.

LUMO ... -0.30 eV
Gap between HOMO and LUMO ... 8.921 eV
SMILES string ... CN(C(=O)COC(=O)c1ccc(S(=O)(=O)N2CCOCC2)cc1)C1CCCCC1
Charge ... 0

Geometry (Å):
C (0.037, -2.041, -2.301)
N (1.450, -2.090, -2.587)
C (2.183, -1.042, -3.016)
O (3.344, -1.138, -3.360)
C (1.492, 0.325, -3.131)
O (0.615, 0.676, -2.068)
C (1.128, 0.631, -0.831)
O (2.263, 0.314, -0.585)
C (0.125, 1.008, 0.204)
C (-1.223, 1.174, -0.108)
C (-2.119, 1.510, 0.891)
C (-1.663, 1.678, 2.186)
S (-2.820, 2.210, 3.452)
O (-4.133, 1.768, 3.092)
O (-2.289, 1.874, 4.737)
N (-2.816, 3.870, 3.338)
C (-3.412, 4.440, 2.152)
C (-3.676, 5.924, 2.421)
O (-2.489, 6.588, 2.786)
C (-1.926, 6.024, 3.948)
C (-1.601, 4.542, 3.735)
C (-0.329, 1.515, 2.510)
C (0.569, 1.171, 1.515)
C (2.147, -3.353, -2.359)
C (1.766, -4.420, -3.387)
C (2.616, -5.668, -3.164)
C (2.428, -6.196, -1.745)
C (2.785, -5.122, -0.722)
C (1.933, -3.874, -0.938)
H (-0.461, -1.304, -2.928)
H (-0.399, -3.016, -2.516)
H (-0.158, -1.798, -1.251)
H (0.883, 0.363, -4.039)
H (2.299, 1.061, -3.205)
H (-1.558, 1.038, -1.124)
H (-3.173, 1.624, 0.692)
H (-4.340, 3.904, 1.962)
H (-2.738, 4.342, 1.286)
H (-4.041, 6.422, 1.521)
H (-4.421, 6.017, 3.224)
H (-1.019, 6.593, 4.156)
H (-2.627, 6.120, 4.789)
H (-1.257, 4.079, 4.659)
H (-0.825, 4.447, 2.959)
H (-0.022, 1.641, 3.536)
H (1.617, 1.025, 1.729)
H (3.209, -3.118, -2.490)
H (1.928, -4.028, -4.393)
H (0.710, -4.686, -3.289)
H (2.338, -6.437, -3.888)
H (3.667, -5.420, -3.323)
H (3.055, -7.076, -1.592)
H (1.388, -6.500, -1.604)
H (3.840, -4.861, -0.823)
H (2.629, -5.503, 0.289)
H (2.210, -3.098, -0.222)
H (0.882, -4.127, -0.781)



Verdict on stability: i comes out on top.



i.
4 unconnected molecules or ions with the total composition C36H76N4O4, computed with ωB97M-V with the def2-TZVPD basis set.

LUMO ... 0.64 eV
Gap between HOMO and LUMO ... 8.573 eV
SMILES string ... CC1(C)CCCC(C)(C)N1O.CC1(C)CCCC(C)(C)N1O.CC1(C)CCCC(C)(C)N1O.CC1(C)CCCC(C)(C)N1O
Charge ... 0

Geometry (Å):
C (6.168, 2.882, 6.595)
C (4.631, 2.999, 6.511)
C (4.015, 1.880, 7.392)
C (4.226, 4.400, 7.029)
C (2.945, 4.957, 6.387)
C (3.005, 4.813, 4.872)
C (3.289, 3.418, 4.367)
C (1.909, 2.690, 4.464)
C (3.636, 3.523, 2.899)
N (4.343, 2.721, 5.080)
O (4.494, 1.383, 4.688)
H (6.569, 3.463, 7.431)
H (6.388, 1.834, 6.804)
H (6.717, 3.265, 5.737)
H (4.570, 0.948, 7.351)
H (4.086, 2.230, 8.428)
H (2.941, 1.790, 7.237)
H (3.999, 4.358, 8.096)
H (5.116, 5.027, 6.974)
H (2.056, 4.477, 6.798)
H (2.907, 6.014, 6.659)
H (3.870, 5.406, 4.527)
H (2.202, 5.376, 4.396)
H (1.958, 1.664, 4.083)
H (1.055, 3.108, 3.930)
H (1.569, 2.559, 5.496)
H (3.854, 2.549, 2.454)
H (4.497, 4.194, 2.862)
H (2.832, 3.854, 2.238)
H (5.364, 1.419, 4.275)
C (0.439, -0.798, -5.565)
C (-0.085, -0.020, -6.768)
C (1.112, 0.290, -7.695)
C (-1.083, -0.876, -7.590)
C (-1.963, -0.070, -8.578)
C (-2.667, 0.990, -7.768)
C (-1.685, 1.997, -7.127)
C (-1.025, 2.848, -8.245)
C (-2.425, 3.006, -6.241)
N (-0.756, 1.216, -6.325)
O (-0.014, 1.919, -5.349)
H (0.762, -1.784, -5.902)
H (1.269, -0.283, -5.080)
H (-0.288, -0.926, -4.761)
H (0.672, 0.531, -8.666)
H (1.648, 1.190, -7.375)
H (1.880, -0.468, -7.843)
H (-0.569, -1.653, -8.162)
H (-1.702, -1.475, -6.914)
H (-1.322, 0.127, -9.438)
H (-2.803, -0.671, -8.941)
H (-3.005, 0.456, -6.874)
H (-3.464, 1.547, -8.256)
H (-1.465, 3.805, -8.517)
H (-0.886, 2.318, -9.192)
H (-0.015, 3.031, -7.858)
H (-2.097, 4.038, -6.332)
H (-2.322, 2.703, -5.197)
H (-3.499, 2.976, -6.437)
H (0.641, 2.389, -5.895)
C (-1.813, -7.212, 0.349)
C (-1.302, -6.842, 1.731)
C (-0.815, -8.050, 2.523)
C (-0.118, -5.899, 1.660)
C (-0.223, -4.659, 0.747)
C (-1.619, -4.044, 0.866)
C (-2.407, -4.520, 2.137)
C (-1.888, -3.657, 3.314)
C (-3.877, -4.161, 1.913)
N (-2.257, -5.960, 2.444)
O (-3.457, -6.631, 2.753)
H (-2.795, -7.692, 0.426)
H (-2.185, -6.378, -0.259)
H (-1.096, -7.728, -0.288)
H (-0.322, -8.783, 1.889)
H (-0.145, -7.796, 3.351)
H (-1.555, -8.591, 3.127)
H (0.143, -5.478, 2.639)
H (0.836, -6.447, 1.636)
H (0.554, -3.997, 1.130)
H (0.076, -4.995, -0.247)
H (-2.262, -4.397, 0.060)
H (-1.479, -2.973, 0.989)
H (-2.521, -3.753, 4.202)
H (-1.891, -2.598, 3.052)
H (-0.909, -3.960, 3.686)
H (-3.969, -3.213, 1.381)
H (-4.551, -4.235, 2.763)
H (-4.281, -4.899, 1.210)
H (-3.314, -7.033, 3.616)
C (-1.233, 3.717, 0.945)
C (-1.042, 2.206, 0.671)
C (0.238, 1.704, 1.413)
C (-2.198, 1.529, 1.386)
C (-2.449, 0.113, 0.918)
C (-2.423, -0.023, -0.601)
C (-1.235, 0.648, -1.364)
C (0.034, -0.227, -1.415)
C (-1.828, 0.750, -2.778)
N (-1.103, 1.948, -0.755)
O (-0.134, 2.725, -1.447)
H (-1.281, 3.962, 2.003)
H (-0.362, 4.274, 0.578)
H (-2.044, 4.107, 0.328)
H (0.987, 2.501, 1.414)
H (0.174, 1.476, 2.480)
H (0.629, 0.772, 1.005)
H (-2.192, 1.628, 2.473)
H (-3.152, 2.052, 1.202)
H (-1.627, -0.506, 1.307)
H (-3.387, -0.286, 1.305)
H (-3.317, 0.524, -0.919)
H (-2.636, -1.078, -0.776)
H (0.207, -0.864, -0.545)
H (0.867, 0.433, -1.660)
H (0.028, -0.969, -2.219)
H (-2.372, -0.150, -3.071)
H (-1.043, 0.965, -3.502)
H (-2.610, 1.512, -2.813)
H (-0.550, 3.589, -1.537)



ii.
4 unconnected molecules or ions with the total composition C36H76N4O4, computed with ωB97M-V with the def2-TZVPD basis set.

LUMO ... 0.47 eV
Gap between HOMO and LUMO ... 8.497 eV
SMILES string ... CC1(C)CCCC(C)(C)N1O.CC1(C)CCCC(C)(C)N1O.CC1(C)CCCC(C)(C)N1O.CC1(C)CCCC(C)(C)N1O
Charge ... 0

Geometry (Å):
C (5.077, -1.227, -4.116)
C (5.245, -1.478, -2.616)
C (4.066, -0.908, -1.785)
C (5.173, -2.957, -2.392)
C (5.592, -3.438, -1.016)
C (7.051, -3.056, -0.815)
C (7.199, -1.498, -0.818)
C (6.586, -0.903, 0.327)
C (8.784, -1.209, -0.745)
N (6.621, -0.996, -2.170)
O (6.715, 0.439, -2.299)
H (4.433, -1.982, -4.565)
H (4.938, -0.197, -4.444)
H (6.001, -1.515, -4.618)
H (3.185, -0.829, -2.423)
H (3.749, -1.529, -0.947)
H (4.264, 0.131, -1.521)
H (4.159, -3.297, -2.601)
H (5.849, -3.583, -2.974)
H (4.788, -3.112, -0.357)
H (5.516, -4.525, -1.040)
H (7.661, -3.545, -1.575)
H (7.310, -3.564, 0.114)
H (6.972, 0.110, 0.441)
H (6.695, -1.542, 1.203)
H (5.519, -0.795, 0.128)
H (9.354, -1.467, 0.147)
H (9.026, -0.282, -1.265)
H (9.113, -1.911, -1.511)
H (7.101, 0.557, -3.170)
C (-6.682, 4.802, -0.403)
C (-5.628, 5.793, 0.054)
C (-4.214, 5.138, -0.295)
C (-5.872, 7.076, -0.815)
C (-5.150, 8.365, -0.398)
C (-5.512, 8.618, 1.053)
C (-5.371, 7.348, 2.073)
C (-3.934, 7.254, 2.651)
C (-6.355, 7.509, 3.219)
N (-5.783, 6.025, 1.477)
O (-5.344, 5.012, 2.307)
H (-7.695, 5.191, -0.304)
H (-6.548, 4.567, -1.460)
H (-6.470, 3.836, 0.056)
H (-4.205, 4.999, -1.376)
H (-3.268, 5.655, -0.136)
H (-4.174, 4.090, 0.003)
H (-5.637, 6.825, -1.850)
H (-6.953, 7.208, -0.762)
H (-4.064, 8.415, -0.482)
H (-5.605, 9.195, -0.938)
H (-6.441, 9.184, 1.128)
H (-4.753, 9.349, 1.331)
H (-3.467, 8.234, 2.745)
H (-3.222, 6.674, 2.064)
H (-3.988, 6.833, 3.654)
H (-6.268, 8.519, 3.618)
H (-6.136, 6.915, 4.107)
H (-7.412, 7.379, 2.990)
H (-4.391, 5.071, 2.410)
C (-3.590, 1.002, -1.334)
C (-2.158, 0.462, -1.559)
C (-2.070, -1.063, -1.348)
C (-1.729, 0.799, -3.004)
C (-0.250, 0.613, -3.389)
C (0.589, 1.417, -2.390)
C (0.262, 1.016, -0.882)
C (0.779, -0.414, -0.441)
C (0.883, 2.100, -0.087)
N (-1.155, 1.108, -0.669)
O (-1.428, 1.068, 0.717)
H (-4.383, 0.258, -1.264)
H (-3.713, 1.779, -0.579)
H (-3.714, 1.576, -2.252)
H (-1.944, -1.237, -0.279)
H (-2.986, -1.631, -1.509)
H (-1.371, -1.585, -2.001)
H (-2.308, 0.165, -3.675)
H (-2.062, 1.816, -3.214)
H (0.148, -0.399, -3.311)
H (0.014, 1.021, -4.365)
H (0.217, 2.441, -2.425)
H (1.636, 1.390, -2.692)
H (1.172, -0.981, -1.286)
H (0.158, -1.131, 0.096)
H (1.658, -0.253, 0.183)
H (0.842, 2.058, 1.001)
H (0.357, 3.035, -0.282)
H (1.855, 2.373, -0.499)
H (-1.339, 1.995, 0.951)
C (-1.571, -4.813, 0.132)
C (-0.242, -5.263, 0.894)
C (0.787, -5.672, -0.126)
C (0.280, -3.983, 1.629)
C (1.189, -4.130, 2.904)
C (0.633, -5.161, 3.864)
C (0.229, -6.531, 3.258)
C (1.446, -7.410, 3.028)
C (-0.876, -7.069, 4.255)
N (-0.661, -6.278, 1.929)
O (-1.091, -7.491, 1.372)
H (-1.471, -3.855, -0.377)
H (-2.016, -5.652, -0.403)
H (-2.304, -4.537, 0.891)
H (1.687, -6.038, 0.369)
H (0.588, -6.531, -0.767)
H (1.029, -4.822, -0.765)
H (0.902, -3.489, 0.882)
H (-0.519, -3.249, 1.731)
H (2.068, -4.543, 2.409)
H (1.476, -3.124, 3.210)
H (-0.219, -4.804, 4.443)
H (1.315, -5.249, 4.709)
H (1.281, -8.439, 2.707)
H (2.160, -7.419, 3.852)
H (2.017, -6.819, 2.312)
H (-0.686, -7.299, 5.304)
H (-1.235, -8.023, 3.869)
H (-1.776, -6.456, 4.291)
H (-1.988, -7.620, 1.687)



Verdict on stability: i comes out on top.



i.
A molecular structure, C5H11N3O, computed with ωB97M-V with the def2-TZVPD basis set.

LUMO ... 0.99 eV
Gap between HOMO and LUMO ... 9.572 eV
Charge ... 0

Geometry (Å):
C (2.290, -1.173, -1.431)
C (1.845, -0.540, -0.074)
C (0.587, -1.124, 0.504)
C (1.047, 0.721, -0.253)
C (-2.305, 0.538, 0.144)
H (1.442, -1.250, -2.116)
H (3.070, -0.620, -1.969)
H (2.632, -2.202, -1.260)
H (2.691, -0.475, 0.636)
H (0.465, -1.025, 1.594)
H (0.266, -2.129, 0.217)
H (1.210, 1.419, 0.587)
H (1.187, 1.207, -1.227)
H (-2.570, 0.241, -0.891)
H (-3.999, 1.621, 0.228)
H (-2.077, 1.645, 2.019)
N (-0.170, -0.050, -0.170)
N (-1.156, 0.498, 0.655)
N (-3.391, 1.006, 0.792)
O (-3.063, 1.692, 2.013)



ii.
2 unconnected molecules or ions with the total composition C5H11N3O, computed with ωB97M-V with the def2-TZVPD basis set.

LUMO ... 0.83 eV
Gap between HOMO and LUMO ... 9.540 eV
SMILES string ... [H]/N=C(\C)ON.C=C=NC
Charge ... 0

Geometry (Å):
H (-1.056, 1.860, -0.910)
N (-0.918, 1.147, -1.617)
C (0.020, 0.344, -1.398)
C (1.477, 0.618, -1.173)
O (-0.318, -1.034, -1.548)
N (0.712, -1.945, -1.921)
H (2.015, 0.559, -2.118)
H (1.920, -0.158, -0.551)
H (1.578, 1.573, -0.664)
H (1.007, -1.790, -2.884)
H (0.254, -2.855, -1.924)
C (1.087, -0.412, 2.465)
C (0.009, -0.065, 1.820)
N (-0.828, 0.720, 1.384)
C (-2.258, 0.610, 1.419)
H (1.375, 0.097, 3.369)
H (1.792, -1.104, 2.040)
H (-2.611, -0.229, 2.025)
H (-2.676, 1.540, 1.808)
H (-2.581, 0.526, 0.378)



Verdict on stability: i comes out on top.



i.
A molecular structure, C5H11N3O, computed with ωB97M-V with the def2-TZVPD basis set.

LUMO ... 0.52 eV
Gap between HOMO and LUMO ... 7.847 eV
Charge ... 0

Geometry (Å):
C (-0.204, -2.029, 0.397)
C (1.979, 0.657, -0.131)
N (-0.510, 1.222, -0.989)
C (-0.925, -0.044, -0.947)
C (0.605, 0.609, 0.477)
N (-1.682, -0.625, -1.907)
C (0.386, 1.057, 1.760)
O (-1.251, 2.240, -0.395)
N (-0.233, -0.641, 0.022)
H (-1.050, 2.118, 0.578)
H (-2.231, 0.024, -2.451)
H (-2.040, -1.551, -1.741)
H (-1.209, -2.458, 0.380)
H (0.432, -2.613, -0.277)
H (0.179, -2.089, 1.415)
H (2.493, -0.295, 0.012)
H (2.570, 1.455, 0.315)
H (1.949, 0.878, -1.197)
H (-0.489, 0.744, 2.312)
H (1.232, 1.340, 2.367)



ii.
A single C5H11N3O molecule, computed with ωB97M-V with the def2-TZVPD basis set.

LUMO ... 1.07 eV
Gap between HOMO and LUMO ... 9.727 eV
SMILES string ... C/N=C(/NN1CC1)OC
Charge ... 0

Geometry (Å):
C (1.887, 2.418, 0.474)
N (1.006, 1.643, -0.342)
C (0.685, 0.495, 0.021)
N (-0.168, -0.311, -0.788)
N (-1.252, -0.908, -0.149)
C (-2.469, -0.143, -0.401)
C (-2.263, -1.390, -1.133)
O (1.177, -0.050, 1.165)
C (1.369, -1.482, 1.099)
H (2.562, 1.800, 1.115)
H (1.399, 3.112, 1.134)
H (2.478, 2.999, -0.195)
H (-0.367, 0.241, -1.614)
H (-3.149, -0.114, 0.428)
H (-2.358, 0.756, -0.946)
H (-2.820, -2.292, -0.842)
H (-2.011, -1.301, -2.222)
H (0.463, -2.029, 1.272)
H (2.115, -1.733, 1.848)
H (1.715, -1.709, 0.076)



iii.
A single C5H11N3O molecule, computed with ωB97M-V with the def2-TZVPD basis set.

LUMO ... 1.00 eV
Gap between HOMO and LUMO ... 9.151 eV
SMILES string ... C=NO/C=N\NCCC
Charge ... 0

Geometry (Å):
C (3.742, 1.209, -0.079)
N (3.348, 0.065, 0.170)
O (1.959, 0.097, 0.099)
C (1.478, -1.136, 0.229)
N (0.237, -1.256, -0.212)
N (-0.616, -0.214, -0.572)
C (-1.978, -0.396, -0.007)
C (-2.770, 0.758, 0.268)
C (-4.283, 0.442, 0.015)
H (4.761, 1.276, -0.321)
H (3.073, 2.043, -0.267)
H (1.957, -1.980, 0.763)
H (-0.189, 0.623, -0.280)
H (-1.743, -0.970, 0.875)
H (-2.457, -1.118, -0.645)
H (-2.660, 1.180, 1.231)
H (-2.406, 1.691, -0.374)
H (-4.415, -0.041, -0.913)
H (-4.939, 1.315, 0.062)
H (-4.576, -0.227, 0.820)



Verdict on stability: ii comes out on top.



i.
A single C5H11N3O molecule, computed with ωB97M-V with the def2-TZVPD basis set.

LUMO ... 0.70 eV
Gap between HOMO and LUMO ... 7.724 eV
SMILES string ... [H]/N=C(\C(O)=C\N)N(C)C
Charge ... 0

Geometry (Å):
H (1.030, -0.198, 2.844)
N (0.164, -0.176, 2.311)
C (0.398, -0.088, 1.057)
C (1.546, -0.056, 0.228)
O (2.720, -0.710, 0.618)
C (1.160, -0.050, -1.148)
N (0.944, 1.079, -1.856)
N (-0.723, -0.043, 0.112)
C (-1.339, -1.357, -0.066)
C (-1.705, 1.004, 0.374)
H (3.470, -0.139, 0.425)
H (1.401, -0.903, -1.793)
H (0.673, 1.886, -1.308)
H (0.594, 1.014, -2.802)
H (-0.569, -2.104, -0.256)
H (-1.866, -1.668, 0.842)
H (-2.041, -1.322, -0.902)
H (-1.183, 1.950, 0.526)
H (-2.381, 1.082, -0.479)
H (-2.294, 0.799, 1.274)



ii.
A single C5H11N3O molecule, computed with ωB97M-V with the def2-TZVPD basis set.

LUMO ... 0.54 eV
Gap between HOMO and LUMO ... 9.373 eV
SMILES string ... [H]/N=C(/C)N(C)/C(O)=N/C
Charge ... 0

Geometry (Å):
H (-0.246, -2.051, 1.704)
N (0.580, -2.047, 1.112)
C (0.592, -1.112, 0.246)
C (1.760, -1.018, -0.705)
N (-0.817, -0.582, -0.449)
C (-2.086, -1.284, -0.460)
C (-0.699, 0.705, -0.126)
O (-1.696, 1.581, -0.352)
N (0.383, 0.926, 0.578)
C (1.044, 2.212, 0.632)
H (1.570, -0.321, -1.521)
H (1.980, -2.009, -1.106)
H (2.637, -0.676, -0.150)
H (-2.238, -1.809, 0.489)
H (-2.081, -2.048, -1.242)
H (-2.930, -0.605, -0.606)
H (-1.444, 2.457, -0.033)
H (1.408, 2.543, -0.347)
H (1.900, 2.145, 1.306)
H (0.385, 2.993, 1.030)



Verdict on stability: ii comes out on top.